The following is a DFT calculation (ωB97M-V/def2-TZVPD) of one molecule with the formula C4H12NS.

Last columns: bonded neighbours and bond lengths (Å).
Element x y z (Å)
1 C -0.840 -1.244 -1.545  C2 1.523, H7 1.091, H8 1.089, H9 1.087
2 C -0.152 -0.671 -0.313  C1 1.523, C3 1.529, N6 1.511, H10 1.087
3 C 0.510 0.669 -0.633  C2 1.529, C4 1.515, H11 1.095, H12 1.097
4 C 1.010 1.551 0.493  C3 1.515, S5 1.872, H13 1.082, H14 1.082
5 S 1.779 0.411 1.763  C4 1.872, H15 1.328
6 N -1.127 -0.598 0.839  C2 1.511, H16 1.038, H17 1.036, H18 1.081
7 H -1.713 -0.675 -1.865  C1 1.091
8 H -1.351 -2.156 -1.240  C1 1.089
9 H -0.087 -1.496 -2.287  C1 1.087
10 H 0.659 -1.337 -0.031  C2 1.087
11 H 1.315 0.448 -1.342  C3 1.095
12 H -0.107 1.277 -1.306  C3 1.097
13 H 0.199 1.942 1.093  C4 1.082
14 H 1.795 2.238 0.204  C4 1.082
15 H 2.287 1.274 2.635  S5 1.328
16 H -0.761 -0.978 1.733  N6 1.038
17 H -2.034 -1.058 0.643  N6 1.036
18 H -1.384 0.402 1.159  N6 1.081

Output
- spin multiplicity = 2
- Kohn-Sham gap (spin up / spin down) (eV) = 4.3 / 10.0
- ΔE to the lowest compared entry with this formula, charge and spin (kcal per mole) = 38.8
- LUMO level (spin up / spin down) (eV) = 0.77 / 0.60
- E_HOMO (spin up / spin down) (eV) = -3.49 / -9.36

Atomic partial charges in e from the Löwdin method, atoms 1 to 4:
1. C -0.0904
2. C -0.4531
3. C -0.2936
4. C -0.5084

***

The following is a DFT calculation (ωB97M-V/def2-TZVPD) of a 2-piece molecular cluster, C4H12NS overall.

Last columns: bonded neighbours and bond lengths (Å).
Element x y z (Å)
1 C 0.271 1.177 1.507  H7 1.023, H8 1.144, H9 1.042
2 C 1.641 -1.205 0.446  C3 1.541, H10 1.103, H11 1.129, H12 1.102
3 C 0.779 -0.117 -0.223  C2 1.541, C4 1.539, H13 1.064
4 C -0.533 -0.485 -0.939  C3 1.539, N5 1.596, S6 1.822, H14 1.130
5 N -1.327 0.664 -1.712  C4 1.596, H15 1.008, H16 1.118, H17 1.090
6 S -1.779 -1.266 0.137  C4 1.822, H18 1.337
7 H -0.001 0.428 2.148  C1 1.023
8 H 1.304 1.508 1.870  C1 1.144
9 H -0.529 1.844 1.492  C1 1.042
10 H 1.526 -2.204 -0.008  C2 1.103
11 H 2.703 -0.958 0.742  C2 1.129
12 H 1.228 -1.299 1.464  C2 1.102
13 H 1.317 0.716 -0.608  C3 1.064
14 H -0.295 -1.312 -1.671  C4 1.130
15 H -0.792 0.842 -2.548  N5 1.008
16 H -1.436 1.696 -1.300  N5 1.118
17 H -2.352 0.494 -2.044  N5 1.090
18 H -1.725 -0.523 1.247  S6 1.337

Output
- spin multiplicity = 1
- Kohn-Sham gap (eV) = 9.3
- ΔE to the lowest compared entry with this formula, charge and spin (kcal per mole) = 92.4
- net charge = +1
- LUMO level (eV) = -3.85
- E_HOMO (eV) = -13.12

Atomic partial charges in e from the Löwdin method, atoms 1 to 4:
1. C 0.0489
2. C -0.0933
3. C -0.2202
4. C -0.5987

***

The following is a DFT calculation (ωB97M-V/def2-TZVPD) of a 2-piece molecular cluster, C4H12NS2 overall.

Last columns: bonded neighbours and bond lengths (Å).
Element x y z (Å)
1 C 0.237 2.607 0.022  S2 1.816, H5 1.086, H6 1.090, H7 1.084
2 S 1.549 1.371 -0.204  C1 1.816, S3 2.091
3 S 1.515 0.500 1.697  S2 2.091, C4 1.823
4 C 2.114 -1.172 1.282  S3 1.823, H8 1.082, H9 1.087, H10 1.090
5 H -0.745 2.155 0.125  C1 1.086
6 H 0.466 3.189 0.914  C1 1.090
7 H 0.287 3.250 -0.848  C1 1.084
8 H 3.136 -1.272 1.623  C4 1.082
9 H 1.489 -1.930 1.748  C4 1.087
10 H 2.109 -1.294 0.199  C4 1.090
11 C -1.683 -1.003 0.317  N13 1.469, H14 1.088, H15 1.081, H16 1.083
12 C -1.237 -0.762 -2.048  N13 1.264, H17 1.081, H18 1.081
13 N -0.879 -0.606 -0.845  C11 1.469, C12 1.264, H19 1.050
14 H -2.050 -0.098 0.797  C11 1.088
15 H -1.057 -1.550 1.007  C11 1.081
16 H -2.512 -1.615 -0.017  C11 1.083
17 H -2.159 -1.272 -2.285  C12 1.081
18 H -0.604 -0.388 -2.840  C12 1.081
19 H 0.024 -0.110 -0.643  N13 1.050

Output
- spin multiplicity = 1
- Kohn-Sham gap (eV) = 7.3
- ΔE to the lowest compared entry with this formula, charge and spin (kcal per mole) = 23.1
- net charge = +1
- LUMO level (eV) = -4.68
- E_HOMO (eV) = -11.94

Atomic partial charges in e from the Löwdin method, atoms 1 to 4:
1. C -0.4347
2. S 0.4852
3. S 0.4902
4. C -0.4496

***

| no. | M (g mol⁻¹) | total energy (eV) | maximum force (Eh/bohr) |
| --- | --- | --- | --- |
| 1 | 106.21 | -16664.4407 | 0.0430 |
| 2 | 106.21 | -16657.6545 | 0.0922 |
| 3 | 138.28 | -27495.9827 | 0.0104 |